A molecular structure, C34H55BBrN8PdSi at a distorted geometry, computed with ωB97M-V with the def2-TZVPD basis set.

energy	-4782.67030	a.u.
charge	+1
E_LUMO	-4.7	eV
gap between HOMO and LUMO	0.2416	Ha

Element x y z (Å)
Pd: 0.207215 0.469051 0.289498
C: 3.078924 -3.701216 -0.463914
C: 2.855136 -2.234368 -0.576978
C: 3.769661 -1.251670 -0.888757
C: 3.100300 -0.035868 -0.879611
N: 1.795862 -0.298505 -0.597778
N: 1.659326 -1.660491 -0.400110
B: 0.311806 -2.467032 -0.246336
N: -0.693417 -1.948322 -1.297910
N: -0.682604 -0.636442 -1.683371
C: -1.340882 -0.581516 -2.848173
C: -1.793661 -1.853847 -3.199803
C: -1.327274 -2.703067 -2.221588
C: -1.446102 -4.186476 -2.190245
C: -1.369509 0.627064 -3.754783
C: -1.908594 0.238750 -5.134618
C: -2.276157 1.706943 -3.170171
C: 0.061851 1.145310 -3.933560
N: -0.177016 -2.411359 1.209960
N: 0.306873 -1.447813 2.054253
C: 0.034402 -1.862714 3.296037
C: -0.666932 -3.078507 3.244589
C: -0.766463 -3.403717 1.917231
C: -1.381504 -4.616195 1.315420
C: 0.498616 -1.264619 4.611562
C: -0.709423 -0.760860 5.412224
C: 1.530335 -0.157854 4.459496
C: 1.160218 -2.405439 5.410701
C: 3.839813 1.241813 -1.254975
C: 3.030639 2.527043 -1.278673
C: 4.378430 1.014665 -2.682825
C: 5.017614 1.421381 -0.285903
H: 4.146523 -3.905094 -0.511736
H: 2.692573 -4.084659 0.479221
H: 2.588182 -4.240652 -1.273082
H: 4.808740 -1.401568 -1.113762
H: 0.515153 -3.607373 -0.526353
H: -2.323956 -2.138343 -4.088607
H: -2.092666 -4.501330 -3.006609
H: -0.476251 -4.667265 -2.319423
H: -1.871169 -4.553139 -1.261861
H: -2.941992 -0.105440 -5.082149
H: -1.886418 1.112997 -5.785752
H: -1.306336 -0.540339 -5.601223
H: -2.278859 2.593033 -3.805935
H: -1.927313 1.990729 -2.180891
H: -3.304075 1.352005 -3.074896
H: 0.684056 0.397141 -4.427645
H: 0.066557 2.051443 -4.541100
H: 0.530261 1.364385 -2.976449
H: -1.016267 -3.668764 4.072044
H: -1.709974 -5.279756 2.112979
H: -2.257900 -4.366254 0.717546
H: -0.682527 -5.159938 0.679800
H: -1.144800 0.133365 4.967525
H: -1.485722 -1.524429 5.477732
H: -0.399621 -0.509453 6.427572
H: 1.135621 0.714825 3.955228
H: 1.864898 0.153426 5.449989
H: 2.401842 -0.494789 3.897772
H: 0.437775 -3.156899 5.727588
H: 1.931617 -2.900849 4.820378
H: 1.627450 -1.996262 6.306934
H: 2.214460 2.477941 -1.997562
H: 2.656176 2.789593 -0.291677
H: 3.691450 3.332607 -1.598925
H: 3.566241 0.822897 -3.385614
H: 4.909610 1.908231 -3.011462
H: 5.072367 0.178313 -2.730057
H: 4.673769 1.569402 0.737370
H: 5.685437 0.562032 -0.307005
H: 5.592903 2.296488 -0.588949
N: 2.343553 1.723562 2.063800
C: 1.555338 1.191603 1.416606
Br: -0.979275 2.113446 2.881257
C: -2.294958 1.025850 2.149823
C: -3.542860 0.934735 2.739177
C: -4.466185 0.088385 2.151406
C: -4.108995 -0.619778 1.016657
C: -2.839947 -0.461249 0.496004
N: -1.934664 0.355669 1.054477
H: -3.770745 1.503442 3.627341
H: -5.453916 -0.014206 2.578484
H: -4.801286 -1.288594 0.527533
H: -2.524785 -0.983586 -0.391642
C: -3.158873 3.159023 -0.396439
Si: -1.383780 3.770658 -0.349848
C: -1.172939 4.954465 1.084636
C: -0.882810 4.744255 -1.874113
C: 0.058781 2.480702 -0.411719
H: -3.686872 3.516639 0.487660
H: -3.264860 2.076974 -0.443412
H: -3.662383 3.568086 -1.273803
H: -1.457765 5.945005 0.720966
H: -0.144533 5.027834 1.440381
H: -1.806338 4.719222 1.936002
H: -1.644586 5.513905 -2.020625
H: -0.811947 4.159581 -2.786814
H: 0.070222 5.252278 -1.724275
H: 0.896672 2.893005 0.141921
H: 0.385437 2.226706 -1.413285

Force components x, y, z for each atom (eV/Å):
Pd -1.0 -1.1 -1.1
C 0.1 0.0 0.0
C -0.1 -0.1 0.0
C 0.0 -0.1 0.0
C -0.1 0.0 0.1
N 0.7 0.0 -0.2
N -0.1 0.1 -0.1
B -0.1 0.0 0.1
N 0.3 -0.2 -0.2
N -0.3 0.0 0.7
C 0.2 0.2 -0.3
C 0.1 -0.1 0.1
C -0.2 0.1 0.1
C 0.0 -0.1 0.0
C -0.2 0.1 0.0
C 0.0 0.0 0.0
C 0.1 0.0 0.0
C 0.0 0.0 0.0
N 0.1 0.1 0.0
N 0.1 -0.1 0.1
C 0.0 0.2 0.0
C -0.1 0.0 -0.1
C 0.0 0.1 0.0
C -0.1 -0.1 0.0
C 0.0 -0.1 0.0
C 0.0 0.0 0.0
C 0.0 0.0 0.0
C 0.0 0.0 0.0
C -0.1 -0.1 -0.1
C 0.0 0.1 0.1
C 0.0 0.1 0.0
C 0.0 0.0 0.0
H 0.0 0.0 0.0
H 0.0 0.0 0.0
H 0.0 0.0 0.0
H 0.1 0.0 0.0
H 0.1 0.0 0.0
H 0.0 0.0 -0.1
H 0.0 0.0 0.0
H 0.0 0.0 0.0
H 0.0 0.0 0.0
H 0.0 0.0 0.0
H 0.0 0.0 0.0
H 0.0 0.0 0.0
H 0.0 0.0 0.0
H 0.0 0.0 0.0
H 0.0 0.0 0.0
H 0.0 0.0 0.0
H 0.0 0.0 0.0
H 0.0 0.0 0.0
H 0.0 0.0 0.0
H 0.0 0.0 0.0
H 0.0 0.0 0.0
H 0.0 0.0 0.0
H 0.0 0.0 -0.1
H 0.0 0.0 0.0
H 0.0 0.0 0.0
H 0.0 0.0 0.0
H 0.0 0.0 0.0
H 0.0 0.0 0.0
H 0.0 0.0 0.0
H 0.0 0.0 0.0
H 0.0 0.0 0.0
H 0.0 0.0 0.0
H 0.2 0.0 -0.1
H 0.0 0.0 0.0
H 0.0 0.0 0.0
H 0.0 0.0 0.0
H 0.0 0.0 0.0
H 0.0 0.0 0.0
H 0.0 0.0 0.0
H 0.0 0.0 0.0
N 0.3 0.0 -0.1
C -0.3 0.4 0.8
Br -0.1 0.4 0.5
C 0.0 -0.1 -0.1
C 0.0 -0.1 -0.1
C 0.0 0.0 0.1
C 0.1 0.0 -0.1
C 0.0 0.0 0.0
N 0.4 0.6 0.2
H 0.0 0.0 0.0
H 0.0 0.0 0.0
H 0.0 0.0 0.0
H -0.1 0.0 0.0
C 0.1 0.0 0.0
Si 0.2 -0.1 0.2
C 0.0 0.0 -0.1
C -0.1 0.0 0.0
C 0.0 -0.4 0.0
H 0.0 0.0 0.0
H 0.0 0.0 0.0
H 0.0 0.0 0.0
H 0.0 0.0 0.0
H 0.1 0.0 0.0
H 0.0 0.0 0.0
H 0.0 0.1 -0.1
H 0.0 -0.1 -0.1
H 0.0 0.0 0.1
H -0.2 0.2 -0.2
H -0.2 0.2 0.0

Mulliken population analysis, charges in e, atoms 1 to 5: 0.013 -1.593 0.067 -1.133 -0.333